A structure of composition C21H35FP2Tc. Source: OMol25; level of theory: ωB97M-V/def2-TZVPD.

Geometry as XYZ:
```
60
C21H35FP2Tc (ωB97M-V/def2-TZVPD)
P -0.47151 -0.24837 -0.97704
P -1.50001 2.19157 -0.12093
C -1.37007 0.99430 -2.61537
C -1.07316 2.31313 -2.00267
H -2.33256 0.51830 -2.53162
H -1.02488 0.79976 -3.62197
H 0.02243 2.51992 -2.06567
H -1.54926 3.11813 -2.57382
C -3.30912 2.15742 -0.17964
H -3.72085 1.88635 0.79563
H -3.69069 1.42188 -0.88644
H -3.67188 3.14115 -0.44761
C -0.92205 3.91630 0.02881
H -1.71405 4.54224 -0.38861
H -0.01272 4.00628 -0.57193
H -0.67428 4.17612 1.05559
C -0.17046 -1.22471 -2.85774
H 0.20700 -2.24938 -2.69698
H 0.53763 -0.74332 -3.57414
H -1.14105 -1.32556 -3.39200
C 3.13297 -2.05418 -3.01350
H 3.02811 -1.48459 -3.95878
H 2.56873 -2.97242 -3.19084
H 4.17658 -2.31971 -2.82247
Tc -1.25717 0.43479 0.92647
C 2.72897 -1.22549 -1.80067
C 2.77132 0.13034 -2.08821
C -0.64732 -1.77150 0.00843
C -1.11249 -3.14237 -0.57520
C -0.16788 -4.14839 -1.24872
C 1.16710 -4.13486 -1.13283
C 1.81259 -3.30453 -0.08807
C 2.69973 -1.97800 -0.44933
C -1.33398 -0.51693 3.00635
H 2.52872 0.60469 -3.00497
H 2.57086 0.80000 -1.20036
H -1.34181 -1.58184 0.89856
H 0.37416 -1.74114 0.48729
H -1.60941 -3.67723 0.27036
H -1.85875 -2.93896 -1.35923
H -0.64678 -4.93936 -1.84077
H 1.84749 -4.78662 -1.69722
H 2.41889 -3.87103 0.62679
H 1.00015 -3.02717 0.57918
H 2.62031 -1.21459 0.35037
H 3.71426 -2.41253 -0.37941
H -1.45936 0.26238 3.79209
H -0.48105 -1.11880 3.37478
H -2.21150 -1.17894 3.15361
F 0.66365 2.68671 6.21547
C 0.36491 2.73638 4.87098
C 1.31054 2.29685 3.97092
C 0.89911 1.95088 2.68422
C -0.45019 1.97879 2.36208
C -1.32615 2.63882 3.20478
C -0.91690 3.06699 4.46495
H 2.33353 2.12798 4.27309
H 1.60897 1.62918 1.92322
H -2.34607 2.76769 2.86110
H -1.59327 3.51722 5.16958
```

**Energy above the lowest of the compared OMol25 structures with the same formula, charge and spin**: 4.942 eV
**Frontier orbital gap (spin up / spin down)**: 6.0 / 4.5 eV
**HOMO level (spin up / spin down)**: -0.52108 / -0.52317 Eh
**Net charge**: +2
**Multiplicity**: 4
**E**: -45810.43593 eV

A structure of composition C21H35N7O2W. Source: OMol25; level of theory: ωB97M-V/def2-TZVPD.

Geometry as XYZ:
```
66
C21H35N7O2W (ωB97M-V/def2-TZVPD)
W -0.31232 0.75276 -0.99858
C 0.95886 2.21144 3.33762
C 0.78627 1.96123 1.87777
N -0.33967 1.78503 1.29165
C -1.57701 1.95480 2.05546
C -2.60247 2.44729 1.09089
N -2.50668 1.54720 -0.06319
C -3.20085 1.98111 -1.28779
C -3.35743 0.69140 -2.07606
N -2.07358 -0.10059 -1.91510
C -1.30858 -0.30008 -3.21444
C 0.20568 -0.76271 -3.15260
N 1.11843 0.02198 -2.26465
C 2.13117 0.82075 -2.46119
C 2.84130 1.08308 -3.72799
C 2.54933 1.52129 -1.20609
C 3.82584 1.99886 -0.99703
C 4.15762 2.48083 0.27243
C 3.20153 2.43805 1.27141
C 1.93234 1.95543 0.96535
N 1.60156 1.54242 -0.24895
H 0.21619 1.67255 3.92202
H 0.84114 3.28099 3.55085
H 1.95042 1.91657 3.67458
H -1.41009 2.70497 2.82903
H -1.86363 1.01841 2.54349
H -2.40393 3.47240 0.77805
H -3.60755 2.39817 1.51454
H -2.99950 0.69411 0.20789
H -2.55438 2.65497 -1.84474
H -4.12612 2.53332 -1.11676
H -3.51841 0.86253 -3.13817
H -4.16599 0.06401 -1.69904
H -2.16399 -0.90628 -1.27844
H -1.34216 0.66315 -3.71995
H -1.82983 -1.01582 -3.85300
H 0.52751 -0.74094 -4.19539
H 0.25278 -1.78868 -2.78557
H 2.20133 0.91470 -4.59396
H 3.69400 0.39684 -3.82937
H 3.23087 2.09995 -3.74801
H 4.56436 1.97975 -1.78823
H 5.14916 2.86913 0.47230
H 3.42412 2.79895 2.26647
C 2.28211 -1.98610 0.52075
N 1.05587 -2.50775 1.12260
C 1.20603 -3.83024 1.78330
C 0.06525 -4.05613 2.74300
C -1.23285 -3.88485 1.99493
N -1.25947 -2.55360 1.32928
C -2.58905 -2.08942 0.96374
C -0.14233 -1.99586 0.87418
O -0.20210 -0.86146 0.17597
H 3.08558 -2.07533 1.24920
H 2.17028 -0.94207 0.25156
H 2.55304 -2.57395 -0.35872
H 2.16757 -3.82498 2.29257
H 1.24019 -4.59470 1.00338
H 0.12005 -3.34862 3.57256
H 0.12345 -5.05847 3.16484
H -2.08952 -3.92113 2.66511
H -1.36845 -4.65017 1.22719
H -3.25466 -2.21630 1.81599
H -2.99742 -2.67000 0.13121
H -2.56306 -1.02940 0.73203
O -0.46813 2.09520 -1.97219
```

**Energy above the lowest of the compared OMol25 structures with the same formula, charge and spin**: 2.712 eV
**Frontier orbital gap**: 6.2 eV
**HOMO level**: -0.76623 Eh
**Net charge**: +4
**E**: -38657.41527 eV

The molecule C21H35NO6. Source: OMol25; level of theory: ωB97M-V/def2-TZVPD.

Geometry as XYZ:
```
63
C21H35NO6 (ωB97M-V/def2-TZVPD)
C -6.01588 -0.13767 -0.10375
C -5.72659 0.87533 -1.00100
C -4.55868 1.60763 -0.86871
C -3.66908 1.33746 0.16170
C -3.97265 0.32445 1.06433
C -5.13563 -0.41146 0.93059
H -5.35774 -1.19961 1.63526
H -3.28387 0.11404 1.86873
C -2.38973 2.11725 0.32271
N -1.22150 1.26253 0.16974
C -0.10061 1.63587 1.00771
H 0.67216 0.87370 0.87850
H -0.42871 1.61421 2.05180
C 0.49855 3.02701 0.71229
H -0.28015 3.79053 0.78936
O 1.47135 3.41836 1.66462
C 2.71334 2.76526 1.55439
H 3.27460 3.08916 2.43496
C 3.49586 3.16204 0.28774
O 3.14667 2.41892 -0.86476
C 4.00610 1.36656 -1.21513
C 3.97006 0.14851 -0.27380
O 2.69109 -0.43367 -0.16768
C 2.36011 -1.34616 -1.20120
C 2.90861 -2.76400 -0.95216
O 2.01145 -3.59799 -0.26468
C 1.79440 -3.23891 1.08808
C 0.65739 -4.10502 1.64283
O -0.62441 -3.54561 1.49773
C -1.03918 -3.30138 0.16234
C -1.35843 -1.81330 -0.04048
O -1.02973 -1.46175 -1.37172
C -1.56543 -0.23159 -1.80243
C -0.86341 1.00457 -1.21359
H -1.10722 1.86489 -1.85811
H 0.21312 0.83464 -1.27578
H -2.64009 -0.19312 -1.58604
H -1.42008 -0.23047 -2.88679
H -2.41989 -1.61038 0.14559
H -0.77311 -1.21978 0.67200
H -1.92760 -3.91173 -0.03667
H -0.25732 -3.58225 -0.54673
H 0.78171 -4.23248 2.72048
H 0.71326 -5.08769 1.15344
H 2.71607 -3.41775 1.66373
H 1.52943 -2.17964 1.17506
H 3.86306 -2.70490 -0.40528
H 3.07774 -3.26414 -1.90848
H 2.72628 -0.97833 -2.16599
H 1.26776 -1.39486 -1.23941
H 4.70960 -0.58020 -0.63186
H 4.24944 0.45368 0.73845
H 5.04761 1.72036 -1.27223
H 3.68148 1.06926 -2.21609
H 3.26286 4.20819 0.06001
H 4.57248 3.07707 0.47930
H 2.58521 1.67809 1.58847
H 0.91936 3.04625 -0.29894
H -2.37062 2.53454 1.33314
H -2.37974 2.95605 -0.39389
H -4.33554 2.39509 -1.57529
H -6.41040 1.09539 -1.80796
H -6.92518 -0.71106 -0.20847
```

**Energy above the lowest of the compared OMol25 structures with the same formula, charge and spin**: 3.100 eV
**Frontier orbital gap**: 8.9 eV
**HOMO level**: -0.29759 Eh
**SMILES**: c1ccc(CN2CCOCCOCCOCCOCCOCCOCC2)cc1
**E**: -36116.89179 eV

A structure of composition C21H36CoF6N2O13P2. Source: OMol25; level of theory: ωB97M-V/def2-TZVPD.

Geometry as XYZ:
```
81
C21H36CoF6N2O13P2 (ωB97M-V/def2-TZVPD)
Co 0.16974 -1.90500 1.76920
N 2.30744 -1.24659 1.56771
C 3.12684 -2.22069 0.85153
C 2.26962 -3.17444 -0.00188
O 2.82461 -3.80133 -0.93561
N 1.03556 -3.24147 0.43070
C 0.10196 -4.14456 -0.18632
C -1.31816 -3.54039 -0.12858
O -2.15799 -3.95188 -0.94418
O -1.51446 -2.69317 0.79982
H 2.21982 -0.36674 1.07767
H 2.62127 -1.06772 2.51233
H 3.63904 -2.85878 1.57444
H 3.88822 -1.75347 0.21745
H 0.04829 -5.08126 0.38672
H 0.37657 -4.38739 -1.21495
C 1.02652 4.50304 0.35503
C 1.93319 3.38603 0.85199
C 3.18541 3.26138 -0.00979
O 1.32195 2.09480 0.91169
P -0.03395 1.48484 0.34265
O -0.25768 0.17942 0.95755
C 0.21625 1.60636 -1.47845
P -0.48263 0.19811 -2.39927
O -0.43032 -1.11390 -1.78536
O 0.27445 0.28145 -3.82991
C 1.28844 -0.69904 -4.19975
C 0.68110 -2.06716 -4.47923
C 2.40323 -0.76683 -3.16293
O -1.89944 0.86607 -2.70795
C -3.05878 0.19595 -3.25688
C -2.91851 0.10117 -4.77142
C -3.34131 -1.15363 -2.62366
O -1.22850 2.51542 0.53442
C -2.14579 2.32934 1.65653
C -3.32257 1.49072 1.19094
C -2.55403 3.71394 2.12339
H 1.59140 5.43642 0.35202
H 0.16275 4.60899 1.00557
H 0.67709 4.29657 -0.65789
H 2.22118 3.59936 1.88248
H 2.90736 3.14610 -1.05971
H 3.74941 2.38306 0.30328
H 3.81393 4.14675 0.09400
H 1.28938 1.61782 -1.66366
H -0.24134 2.51368 -1.86384
H 1.68673 -0.29050 -5.13469
H 0.24344 -2.47974 -3.57313
H 1.46373 -2.74260 -4.82595
H -0.09318 -1.99382 -5.24623
H 1.98407 -1.05525 -2.19961
H 2.90605 0.20127 -3.07815
H 3.12892 -1.53116 -3.43559
H -3.87622 0.88407 -3.01762
H -2.08835 -0.55978 -5.01842
H -2.71824 1.08655 -5.19648
H -3.83487 -0.29990 -5.20614
H -2.64997 -1.92658 -2.95385
H -4.35595 -1.46593 -2.87710
H -3.24426 -1.11110 -1.53885
H -1.61330 1.81803 2.45598
H -3.83576 1.98378 0.36049
H -4.02381 1.35194 2.01430
H -2.96462 0.51281 0.86657
H -3.00911 4.27007 1.29982
H -1.68223 4.25709 2.48839
H -3.27238 3.62838 2.93867
F -1.78111 -1.80009 3.54088
C -1.67562 -2.87512 4.34598
F -2.12152 -2.47492 5.56082
F -2.57143 -3.78604 3.91241
C -0.20740 -3.47692 4.40833
O -0.00456 -4.19896 5.37762
O 0.54190 -3.14713 3.46009
F 3.25071 0.22331 4.42474
C 2.43103 1.29311 4.50313
F 3.09927 2.31100 3.88722
F 2.38101 1.63486 5.81415
C 0.96654 1.05163 3.86646
O 0.35744 2.11940 3.73529
O 0.71651 -0.13311 3.65261
```

**Energy above the lowest of the compared OMol25 structures with the same formula, charge and spin**: 1.169 eV
**Frontier orbital gap (spin up / spin down)**: 6.1 / 6.0 eV
**HOMO level (spin up / spin down)**: -0.07703 / -0.07394 Eh
**Net charge**: -2
**Multiplicity**: 4
**E**: -124480.08774 eV